{
  "formula": "C2H2NO2S2",
  "method": "ωB97M-V/def2-TZVPD",
  "elements": ["C", "C", "N", "O", "O", "S", "S", "H", "H"],
  "coordinates": [[-1.11589, 0.11064, 0.03296], [-0.44244, 1.30240, -0.08739], [-3.52366, -0.77373, -0.42234], [-4.60489, -1.22961, -0.46396], [0.86274, 1.42548, -0.16309], [-2.77324, 0.20365, 0.62166], [-1.41544, 2.75536, -0.06659], [-0.68132, -0.96863, -0.12618], [1.42665, 0.71060, 0.16433]],
  "mulliken_charge": [-0.51, 0.77, 0.43, -0.16, -0.43, 0.25, 0.00, 0.29, 0.36],
  "e_homo_ev": [-13.96, -13.74],
  "charge": 1,
  "e_tot_ev": -29348.525,
  "relative_energy_kcal_mol": 40.9,
  "orbital_gap_ha": [0.2289, 0.2149],
  "e_lumo_ev": [-7.73, -7.89]
}